[1]
{
  "formula": "C30H24Cl5MnNO2P",
  "method": "ωB97M-V with the def2-TZVPD basis set",
  "homo_energy_ev": [-13.6, -13.7],
  "s2": 6.179,
  "charge": 2,
  "lumo_ev": [-8.348, -6.948],
  "multiplicity": 5,
  "orbital_gap_ev": [5.3, 6.7],
  "e_tot_ha": -5155.655128,
  "species": ["Mn", "C", "C", "C", "C", "C", "O", "C", "N", "C", "C", "C", "C", "C", "C", "P", "C", "C", "C", "C", "C", "C", "C", "C", "C", "C", "C", "C", "H", "H", "H", "H", "H", "H", "H", "H", "H", "H", "H", "H", "H", "H", "H", "H", "H", "H", "H", "H", "H", "H", "H", "H", "Cl", "C", "C", "Cl", "C", "Cl", "C", "O", "C", "Cl", "C", "Cl"],
  "positions_angstrom": [[0.1217, 0.8849, 0.3194], [1.3325, -2.1527, -1.4121], [1.4407, -0.7670, -2.0474], [1.8566, -0.8409, -3.5138], [2.3873, 0.1704, -1.2860], [3.8345, -0.3196, -1.1380], [4.0160, -0.4705, 0.3014], [2.9240, -0.0984, 0.9157], [1.9652, 0.3066, 0.1388], [2.9555, -0.1618, 2.3854], [4.2024, -0.3157, 2.9883], [4.3192, -0.3621, 4.3688], [3.1920, -0.2592, 5.1676], [1.9425, -0.1138, 4.5790], [1.8140, -0.0624, 3.1961], [0.1360, 0.0982, 2.5727], [-0.6367, 1.5475, 3.2891], [-0.1952, 2.7856, 2.8055], [-0.7819, 3.9537, 3.2602], [-1.8054, 3.8879, 4.1982], [-2.2369, 2.6602, 4.6861], [-1.6605, 1.4842, 4.2312], [-0.7803, -1.4045, 2.8538], [-2.1738, -1.4103, 2.7307], [-2.8645, -2.6011, 2.8680], [-2.1737, -3.7829, 3.1156], [-0.7899, -3.7775, 3.2318], [-0.0864, -2.5915, 3.1011], [0.6268, -2.7643, -1.9731], [0.9818, -2.1154, -0.3758], [2.2888, -2.6798, -1.4236], [0.4469, -0.2898, -2.0200], [2.8288, -1.3262, -3.6246], [1.9148, 0.1515, -3.9626], [1.1363, -1.4271, -4.0820], [2.3479, 1.1605, -1.7408], [4.5755, 0.3930, -1.4877], [4.0190, -1.2915, -1.5869], [5.0863, -0.3903, 2.3719], [5.2964, -0.4768, 4.8173], [3.2781, -0.2914, 6.2451], [1.0621, -0.0376, 5.2065], [0.6374, 2.8537, 2.1046], [-0.4365, 4.9106, 2.8930], [-2.2666, 4.7992, 4.5544], [-3.0277, 2.6188, 5.4230], [-2.0068, 0.5289, 4.6071], [-2.7201, -0.4909, 2.5524], [-3.9429, -2.6078, 2.7882], [-2.7193, -4.7105, 3.2245], [-0.2577, -4.6971, 3.4328], [0.9916, -2.5919, 3.2047], [-4.7785, 5.2204, -2.1300], [-3.3432, 4.3641, -1.7791], [-3.4020, 3.1910, -1.0332], [-4.8825, 2.5650, -0.4518], [-2.2133, 2.5299, -0.7727], [-2.2321, 1.0204, 0.1465], [-0.9667, 2.9624, -1.1970], [0.1443, 2.2909, -0.8863], [-0.9273, 4.1367, -1.9488], [0.6001, 4.6844, -2.4920], [-2.1014, 4.8296, -2.2376], [-2.0259, 6.2631, -3.1571]]
}

=====

[2]
{
  "formula": "CH3IO",
  "method": "ωB97M-V with the def2-TZVPD basis set",
  "homo_energy_ev": [-9.1, -9.1],
  "charge": 0,
  "e_above_lowest_kj_mol": 423.32,
  "lumo_ev": [-2.302, -2.302],
  "orbital_gap_ev": [6.8, 6.8],
  "e_tot_ha": -412.645182,
  "species": ["C", "O", "I", "H", "H", "H"],
  "positions_angstrom": [[0.4013, 0.7124, 0.1848], [-1.1472, -1.3121, 0.0947], [2.3769, 0.1996, -0.0654], [-0.2885, 1.1874, -0.5034], [0.1131, 0.1192, 1.0257], [-1.4556, -0.9065, -0.7364]]
}

=====

[3]
{
  "formula": "C23H30BF4N4OS6SiV",
  "method": "ωB97M-V with the def2-TZVPD basis set",
  "homo_energy_ev": [-4.5, -4.5],
  "s2": 0.792,
  "charge": -1,
  "e_above_lowest_kj_mol": 35.50,
  "lumo_ev": [0.818, 1.432],
  "multiplicity": 2,
  "orbital_gap_ev": [5.3, 5.9],
  "e_tot_ha": -5236.030887,
  "species": ["V", "S", "C", "S", "S", "C", "C", "N", "C", "C", "C", "O", "C", "C", "C", "C", "N", "C", "H", "H", "H", "H", "H", "H", "H", "H", "H", "H", "H", "H", "H", "H", "C", "Si", "C", "C", "C", "H", "H", "H", "H", "H", "H", "H", "H", "H", "H", "H", "F", "B", "F", "F", "F", "S", "C", "S", "C", "N", "N", "C", "C", "C", "C", "C", "C", "S", "H", "H", "H", "H", "H"],
  "positions_angstrom": [[0.2524, 0.8610, 0.9682], [-1.6254, 0.2151, 4.9161], [-1.0295, 0.4015, 3.4268], [-1.4289, 1.6485, 2.2764], [0.1714, -0.6358, 2.6645], [5.0338, -1.0044, 1.3823], [4.5012, -2.2788, 0.7413], [4.7272, -2.3335, -0.6988], [6.1085, -2.5182, -1.1428], [6.6579, -1.2955, -1.8632], [3.7629, -2.4728, -1.6507], [4.0303, -2.8061, -2.7950], [2.3348, -2.1987, -1.2811], [1.3316, -3.0238, -1.7819], [0.0132, -2.7445, -1.4788], [-0.2843, -1.6403, -0.6964], [0.6806, -0.8313, -0.2464], [1.9567, -1.0979, -0.5408], [4.8123, -0.9998, 2.4504], [4.5866, -0.1159, 0.9340], [6.1154, -0.9262, 1.2620], [3.4394, -2.3947, 0.9422], [4.9949, -3.1453, 1.1931], [6.1471, -3.3854, -1.8029], [6.7047, -2.7405, -0.2566], [6.0613, -1.0845, -2.7493], [7.6876, -1.4725, -2.1771], [6.6414, -0.4190, -1.2140], [1.6054, -3.8654, -2.4047], [-0.7971, -3.3652, -1.8340], [-1.3105, -1.4081, -0.4067], [2.6907, -0.3878, -0.1812], [3.8568, 3.6096, 2.8659], [2.0454, 3.0926, 2.8690], [1.6411, 2.3831, 4.5485], [0.9982, 4.5890, 2.4932], [1.9224, 1.7581, 1.5439], [4.0354, 4.4076, 3.5908], [4.1629, 3.9754, 1.8831], [4.5046, 2.7694, 3.1290], [2.0014, 3.0604, 5.3276], [2.1186, 1.4123, 4.6999], [0.5678, 2.2509, 4.6907], [1.1843, 5.3612, 3.2445], [-0.0636, 4.3435, 2.5094], [1.2325, 5.0015, 1.5110], [2.5889, 0.9350, 1.8279], [2.2324, 2.1681, 0.5723], [1.1681, 1.8547, -1.6283], [-0.0619, 2.3885, -1.2493], [0.1174, 3.1281, -0.0519], [-0.7187, 3.0477, -2.2238], [-0.8521, 1.2393, -0.7411], [-6.2223, -3.4962, -3.6446], [-5.7265, -2.6187, -2.3115], [-4.2621, -2.9988, -1.4635], [-4.4498, -1.5980, -0.4032], [-5.5221, -0.9265, -0.6883], [-6.2294, -1.5016, -1.7428], [-7.3895, -0.7740, -2.1355], [-8.5029, -1.3971, -2.6880], [-9.6092, -0.6366, -3.0393], [-9.6219, 0.7351, -2.8438], [-8.5125, 1.3476, -2.2775], [-7.4013, 0.6033, -1.9198], [-3.2986, -1.2612, 0.8014], [-8.5009, -2.4629, -2.8424], [-10.4704, -1.1333, -3.4688], [-10.4883, 1.3213, -3.1233], [-8.5065, 2.4173, -2.1096], [-6.5410, 1.0703, -1.4662]]
}

=====

[4]
{
  "formula": "C3H10N3",
  "method": "ωB97M-V with the def2-TZVPD basis set",
  "homo_energy_ev": [-12.8, -13.1],
  "charge": 1,
  "e_above_lowest_kj_mol": 696.44,
  "lumo_ev": [-6.296, -4.496],
  "orbital_gap_ev": [6.5, 8.6],
  "e_tot_ha": -284.110716,
  "species": ["C", "C", "C", "N", "N", "N", "H", "H", "H", "H", "H", "H", "H", "H", "H", "H"],
  "positions_angstrom": [[0.0507, 0.9057, -0.2053], [0.8395, 2.1765, 2.3470], [-1.0859, -2.4767, -0.9093], [-0.0672, -0.4174, -0.1713], [0.3894, 1.7047, -1.2313], [-0.1819, -1.3555, -1.1771], [1.4594, 1.2176, 2.4543], [-0.3017, 2.0893, 2.3845], [1.3201, 3.1392, 2.2968], [-1.2478, -2.6413, 0.1749], [-2.1350, -2.2732, -1.3087], [-0.6317, -3.3623, -1.3870], [-0.0662, -0.7310, 0.7772], [0.5543, 2.6422, -1.2869], [0.2594, 1.3101, -2.1730], [-0.1976, -0.9892, -2.1946]]
}